Below is one molecule with the formula C5H6O, with properties calculated with ωB97M-V/def2-TZVPD.

- structure (SMILES) = C#CC(=O)CC
- LUMO energy (eV) = 0.402
- HOMO-LUMO gap (Eh) = 0.3944
- relative energy (zero: lowest compared OMol25 entry of this formula, charge and spin) (kcal per mole) = 39.15

Last column: Mulliken charge in e.
Atoms and positions in Å:
1 C 2.924 -0.144 0.853  0.33
2 C 1.934 -0.103 0.166  -0.32
3 C 0.670 -0.054 -0.571  0.07
4 O 0.619 -0.260 -1.764  -0.52
5 C -0.537 0.291 0.279  -0.39
6 C -1.868 -0.008 -0.396  -1.10
7 H 3.803 -0.183 1.457  0.40
8 H -0.440 -0.234 1.237  0.31
9 H -0.443 1.360 0.519  0.28
10 H -2.695 0.378 0.209  0.35
11 H -2.009 -1.086 -0.512  0.30
12 H -1.913 0.441 -1.394  0.29

---

Below is C5H6O2 as an isolated structure in a non-equilibrium geometry, with properties calculated with ωB97M-V/def2-TZVPD.

- LUMO energy (eV) = 0.822
- HOMO-LUMO gap (Eh) = 0.3864
- relative energy (zero: lowest compared OMol25 entry of this formula, charge and spin) (kcal per mole) = 101.89

Last column: Mulliken charge in e.
Atoms and positions in Å:
1 C -1.338 0.262 -0.454  -0.61
2 C -0.010 -0.982 0.643  0.51
3 C -0.128 0.997 0.236  0.11
4 C 1.324 0.524 -0.312  -0.33
5 C 1.331 -0.815 0.036  -0.63
6 H -2.364 0.714 -0.254  0.23
7 H -1.323 0.286 -1.653  0.23
8 H -0.076 -1.903 1.332  0.30
9 H 0.014 2.104 0.570  0.33
10 H 2.093 1.237 -0.724  0.35
11 H 2.022 -1.637 -0.469  0.27
12 O -1.094 -1.059 -0.303  -0.33
13 O -0.451 0.270 1.352  -0.43

---

Below is one molecule with the formula C5H6O2, with properties calculated with ωB97M-V/def2-TZVPD.

- LUMO energy (eV) = -0.847
- HOMO-LUMO gap (Eh) = 0.3673
- relative energy (zero: lowest compared OMol25 entry of this formula, charge and spin) (kcal per mole) = 86.45

Last column: Mulliken charge in e.
Atoms and positions in Å:
1 C -2.041 -0.362 -0.039  -1.33
2 C -0.644 0.210 -0.164  -0.20
3 O 0.262 -0.883 -0.281  -0.26
4 C 1.584 -0.702 -0.141  0.57
5 O 2.358 -1.598 -0.344  -0.53
6 C 2.049 0.656 0.295  0.06
7 C 1.423 1.746 0.653  -0.51
8 H -2.105 -1.026 0.827  0.32
9 H -2.765 0.449 0.085  0.39
10 H -2.299 -0.929 -0.937  0.33
11 H -0.403 0.807 0.735  0.35
12 H 3.135 0.775 0.352  0.40
13 H -0.552 0.857 -1.043  0.39

---

Below is one molecule with the formula C5H6O2 in a non-equilibrium geometry, with properties calculated with ωB97M-V/def2-TZVPD.

- LUMO energy (eV) = 0.475
- HOMO-LUMO gap (Eh) = 0.3413
- relative energy (zero: lowest compared OMol25 entry of this formula, charge and spin) (kcal per mole) = 79.97

Last column: Mulliken charge in e.
Atoms and positions in Å:
1 O 0.180 2.492 -0.531  -0.51
2 C -0.518 1.674 0.019  -0.24
3 C -0.207 0.218 0.089  1.62
4 C 1.268 -0.193 0.130  -0.63
5 C 0.517 -0.408 -1.108  -0.63
6 C -1.224 -0.489 0.825  -1.34
7 O -1.022 -1.792 0.944  -0.28
8 H -1.468 1.944 0.528  0.41
9 H 1.488 -1.050 0.761  0.26
10 H 1.950 0.650 0.183  0.28
11 H 0.204 -1.418 -1.358  0.26
12 H 0.666 0.284 -1.931  0.28
13 H -1.833 -1.913 1.448  0.53

---

Below is one molecule with the formula C5H6O2 in a non-equilibrium geometry, with properties calculated with ωB97M-V/def2-TZVPD.

- structure (SMILES) = CCC(=O)C=C=O
- LUMO energy (eV) = 0.536
- HOMO-LUMO gap (Eh) = 0.3814
- relative energy (zero: lowest compared OMol25 entry of this formula, charge and spin) (kcal per mole) = 16.22

Last column: Mulliken charge in e.
Atoms and positions in Å:
1 C -1.188 -0.153 -0.905  -0.99
2 C -0.787 0.676 0.325  -0.50
3 C 0.705 0.942 0.316  0.68
4 O 1.152 2.060 0.162  -0.58
5 C 1.624 -0.218 0.435  -0.72
6 C 1.210 -1.460 0.636  0.58
7 O 0.817 -2.541 0.806  -0.35
8 H -0.841 -1.190 -0.836  0.28
9 H -2.274 -0.143 -1.030  0.31
10 H -0.753 0.250 -1.827  0.31
11 H -1.070 0.170 1.260  0.31
12 H -1.286 1.650 0.323  0.28
13 H 2.690 -0.045 0.336  0.37

---

Below is C5H6O2 as an isolated structure in a non-equilibrium geometry, with properties calculated with ωB97M-V/def2-TZVPD.

- LUMO energy (spin up / spin down) (eV) = -1.240 / -1.222
- HOMO-LUMO gap (spin up / spin down) (Eh) = 0.2663 / 0.2673
- relative energy (zero: lowest compared OMol25 entry of this formula, charge and spin) (kcal per mole) = 129.63

Last column: Mulliken charge in e.
Atoms and positions in Å:
1 O 0.531 0.067 -2.220  -0.45
2 C 0.962 -0.687 -1.207  -0.47
3 C -0.146 0.503 0.386  -0.22
4 C -0.715 -0.743 -0.140  0.18
5 O -1.529 -0.796 -1.099  -0.73
6 C -0.106 0.905 1.766  -0.65
7 C -0.311 1.350 2.879  0.04
8 H -0.445 -0.142 -2.311  0.38
9 H 1.025 -1.770 -1.418  0.34
10 H 1.830 -0.316 -0.698  0.39
11 H 0.021 1.330 -0.306  0.41
12 H -0.591 -1.621 0.522  0.40
13 H -0.547 1.719 3.864  0.39